Formula: C37H94N6O13
Source: the OMol25 dataset
Level of theory: the ωB97M-V functional and the def2-TZVPD basis

Summary:
relative energy (zero: lowest compared OMol25 entry of this formula, charge and spin): 0.0 kJ/mol
lowest unoccupied orbital energy: 0.53 eV
net charge: 0

Element x y z (Å)
C1 17.00341 13.39886 18.32627
O1 17.15780 12.46496 19.38357
C2 18.53636 12.16942 19.57225
C3 18.72789 11.24568 20.79805
N1 17.88928 10.02922 20.56102
C4 17.97183 8.91300 21.45308
C5 16.76058 7.96345 21.17242
O2 15.61835 8.86411 21.31399
C6 14.37199 8.24695 21.10902
H1 17.67139 14.26029 18.48763
H2 15.97152 13.72039 18.30584
H3 17.25311 12.98879 17.36014
H4 19.17096 13.05168 19.71733
H5 18.99529 11.58275 18.72989
H6 18.39596 11.85836 21.67967
H7 19.78733 10.99423 20.86621
H8 16.92742 10.33668 20.41976
H9 17.95937 9.23734 22.54754
H10 18.93181 8.32682 21.27421
H11 16.70610 7.15435 21.92681
H12 16.79361 7.57345 20.14644
H13 14.32968 7.82992 20.11408
H14 13.50281 8.93082 21.20336
H15 14.28943 7.44548 21.80749
C7 16.63350 13.14199 14.12692
O3 15.29144 13.55673 14.01537
C8 14.97179 14.64448 14.84539
C9 13.52482 14.85245 14.67095
N2 12.74847 13.81341 15.27378
C10 11.28162 13.89899 15.11313
C11 10.81765 13.92648 13.61766
O4 11.33904 12.78910 12.93567
C12 10.94610 12.73206 11.57873
H16 16.90165 12.60623 13.19122
H17 16.76921 12.42996 14.97805
H18 17.31130 13.95029 14.29100
H19 15.49331 15.56694 14.56936
H20 15.08284 14.45037 15.93379
H21 13.40046 14.99293 13.56850
H22 13.29287 15.81051 15.18999
H23 13.09916 12.89083 14.98624
H24 10.86782 14.78179 15.55286
H25 10.86291 13.00474 15.54421
H26 11.19900 14.84206 13.13017
H27 9.74387 14.04747 13.60135
H28 11.10402 13.68636 11.01219
H29 9.88458 12.47311 11.45209
H30 11.58544 11.96337 11.15120
C13 22.57079 16.03392 12.66493
O5 23.67066 15.96758 13.58200
C14 23.35005 15.41455 14.87752
C15 24.60899 15.42142 15.71227
N3 24.27902 15.51850 17.15059
C16 25.49638 15.54344 17.92707
C17 26.10484 14.17577 18.24566
O6 26.70292 13.45402 17.13145
C18 27.82609 14.12396 16.58637
H31 22.18936 15.06617 12.58310
H32 23.02816 16.46839 11.78878
H33 21.83614 16.73662 13.05504
H34 22.83086 14.43948 14.80055
H35 22.60820 16.11534 15.30516
H36 25.17860 16.27874 15.35280
H37 25.17230 14.50081 15.57899
H38 23.83006 16.41789 17.26784
H39 25.23525 16.00047 18.87457
H40 26.35138 16.12787 17.56208
H41 25.25824 13.58798 18.62227
H42 26.80737 14.24234 19.05997
H43 28.36174 13.44734 15.92914
H44 28.56377 14.40666 17.34452
H45 27.56133 15.03729 16.04160
C19 18.98463 18.44892 18.36566
O7 20.11088 18.31891 19.23261
C20 20.91486 17.26392 18.85908
C21 22.09000 17.17926 19.76405
N4 21.81939 16.87413 21.16379
C22 21.36382 17.93699 22.01344
C23 21.36831 17.44008 23.43966
O8 22.70704 17.10489 23.88801
C24 23.51790 18.28219 24.15305
H46 18.26832 19.06326 18.87259
H47 18.48724 17.48031 18.13748
H48 19.29380 18.91044 17.41109
H49 21.28325 17.38235 17.83944
H50 20.38629 16.29412 18.97116
H51 22.66217 18.13090 19.62871
H52 22.75420 16.42135 19.39884
H53 22.60546 16.35582 21.50666
H54 20.40057 18.27750 21.58878
H55 22.09332 18.78437 21.99073
H56 20.72207 16.54804 23.46466
H57 20.96109 18.17034 24.15135
H58 22.94641 18.89225 24.84081
H59 23.78914 18.82184 23.22589
H60 24.42090 17.90696 24.65722
C25 19.73849 11.33768 15.06448
O9 18.59687 10.93626 15.76221
C26 18.73975 9.67704 16.44213
C27 17.38256 9.25591 16.94992
N5 16.35655 9.18136 15.91149
C28 16.63481 8.34950 14.77332
C29 15.52760 8.53050 13.78847
O10 15.41749 9.87769 13.47850
C30 14.38922 10.28231 12.63706
H61 19.90015 10.66186 14.21932
H62 20.59832 11.26188 15.70162
H63 19.55678 12.33297 14.65905
H64 19.44079 9.73583 17.28743
H65 19.09328 8.98505 15.64600
H66 17.07256 10.02487 17.63851
H67 17.42436 8.31957 17.48327
H68 16.31556 10.14557 15.55204
H69 16.58828 7.27896 15.08935
H70 17.61541 8.57424 14.29448
H71 14.60263 8.20590 14.26289
H72 15.80530 7.96934 12.83941
H73 13.36955 10.15654 13.04696
H74 14.43846 9.85492 11.62442
H75 14.47647 11.33836 12.50431
C31 22.26945 17.85117 8.93439
O11 21.53694 16.95630 9.72917
C32 20.88739 15.96030 8.94665
C33 20.03056 15.08341 9.82876
N6 19.17763 15.98375 10.64153
C34 18.13311 15.26632 11.41862
C35 17.36068 16.22726 12.26477
O12 18.18168 16.75900 13.25701
C36 17.63890 17.88596 13.86934
H76 21.59560 18.34729 8.20682
H77 23.12589 17.38211 8.42134
H78 22.67847 18.60729 9.59429
H79 21.70537 15.37537 8.54063
H80 20.31407 16.48332 8.16228
H81 20.79341 14.53548 10.39028
H82 19.46317 14.39795 9.24242
H83 19.75767 16.55155 11.23291
H84 18.63299 14.45540 11.97812
H85 17.42050 14.86030 10.68552
H86 16.51508 15.70794 12.73160
H87 16.96053 17.01900 11.61082
H88 16.66552 17.70644 14.37936
H89 17.43972 18.71086 13.13965
H90 18.30153 18.26913 14.57864
C37 19.75569 15.39175 16.06958
O13 19.74581 15.02130 14.68434
H91 18.76292 15.64606 16.38476
H92 20.09791 14.54905 16.68252
H93 20.44107 16.26717 16.23358
H94 19.26429 15.73174 14.23173

=====

Formula: C4H12N2S
Source: the OMol25 dataset
Level of theory: the ωB97M-V functional and the def2-TZVPD basis

Summary:
relative energy (zero: lowest compared OMol25 entry of this formula, charge and spin): 177.0 kJ/mol
lowest unoccupied orbital energy: 0.96 eV
net charge: 0

Element x y z (Å)
N1 3.27240 0.81153 -0.58046
C1 2.03443 0.36650 -0.00307
N2 1.27356 0.87279 1.12816
C2 0.34730 -0.15195 1.61914
C3 -0.56222 -0.85699 0.56884
C4 -1.29624 0.23524 -0.21639
S1 -2.63852 -0.68988 -1.16865
H1 4.05950 1.20834 0.05422
H2 3.16724 1.54036 -1.23218
H3 2.22599 -0.79295 0.22962
H4 1.42768 0.20976 -0.89284
H5 1.81086 1.35078 1.85725
H6 -0.32280 0.22295 2.45914
H7 1.00324 -0.99713 2.09722
H8 -1.39140 -1.49633 1.01509
H9 -0.01086 -1.61030 0.01563
H10 -0.40947 0.72861 -0.78799
H11 -1.68544 1.06716 0.35858
H12 -2.61959 0.25974 -2.12026

=====

Formula: C4H4O2
Source: the OMol25 dataset
Level of theory: the ωB97M-V functional and the def2-TZVPD basis

Summary:
relative energy (zero: lowest compared OMol25 entry of this formula, charge and spin): 304.6 kJ/mol
lowest unoccupied orbital energy: 0.32 eV
net charge: 0

Element x y z (Å)
O1 2.05789 -1.54377 1.07355
C1 1.34262 -0.77324 0.21036
C2 0.43804 0.11714 0.55195
C3 -0.63740 0.80089 0.64601
C4 -1.87858 0.89938 0.19036
O2 -2.12057 0.57710 -1.10971
H1 2.64550 -2.09644 0.54845
H2 1.51348 -0.92216 -0.85687
H3 -2.76623 1.22353 0.71741
H4 -1.33137 0.08271 -1.38836

=====

Formula: C4H9N2
Source: the OMol25 dataset
Level of theory: the ωB97M-V functional and the def2-TZVPD basis

Summary:
relative energy (zero: lowest compared OMol25 entry of this formula, charge and spin): 350.4 kJ/mol
lowest unoccupied orbital energy: -3.25 eV
net charge: +1

Element x y z (Å)
C1 -1.73217 0.14733 -0.48523
C2 -0.71374 0.14605 0.65842
C3 0.66753 0.14751 0.14791
N1 1.56962 1.09576 -0.49742
C4 2.06017 0.08823 0.44246
N2 1.49331 -0.99777 -0.38582
H1 -1.58502 1.00821 -1.13115
H2 -2.73506 0.19527 -0.07264
H3 -1.65202 -0.75668 -1.08260
H4 -0.86348 -0.72294 1.30358
H5 -0.84524 1.04405 1.26821
H6 1.52207 2.04098 -0.12158
H7 2.80071 0.05453 1.21079
H8 1.73330 -0.98191 -1.38451
H9 1.38067 -1.93295 0.00940

=====

Formula: C9H22ClO10S2V
Source: the OMol25 dataset
Level of theory: the ωB97M-V functional and the def2-TZVPD basis

Summary:
relative energy (zero: lowest compared OMol25 entry of this formula, charge and spin): 928.4 kJ/mol
<S²>: 0.831
2S+1: 2
lowest unoccupied orbital energy (spin up / spin down): -9.38 / -9.10 eV
net charge: +1

Element x y z (Å)
O1 2.72848 6.27010 0.37743
V1 2.22360 5.49479 1.68810
Cl1 -0.09986 3.26229 0.09136
O2 -2.91402 -2.70040 1.13454
S1 -3.18755 -2.61473 2.57970
O3 -4.36667 -3.22316 3.16566
O4 -1.79512 -3.10247 3.34544
C1 -1.59047 -2.92206 4.72454
C2 -2.19097 -4.11318 5.54928
C3 -3.21999 -0.74697 3.03721
H1 -2.03236 -1.99442 5.08830
H2 -0.51703 -2.86567 4.90522
H3 -1.73435 -5.07879 5.33203
H4 -3.25855 -4.31151 5.45421
H5 -2.18626 -3.86908 6.61158
H6 -2.24274 -0.30039 2.85377
H7 -3.46360 -0.74306 4.09963
H8 -4.12215 -0.29949 2.62010
O5 5.47350 0.50157 2.43603
S2 4.27695 0.80919 1.65478
O6 3.84424 2.21971 1.51700
O7 4.44599 0.12948 0.10966
C4 3.42888 0.30808 -0.83049
C5 3.83303 -0.36878 -2.14226
C6 2.92338 -0.20246 2.28706
H9 3.27230 1.35870 -1.07500
H10 2.46862 -0.06848 -0.47805
H11 3.12756 -0.22447 -2.96053
H12 3.94565 -1.44537 -2.01432
H13 4.79057 0.04394 -2.45986
H14 2.03393 -0.15180 1.65904
H15 2.77610 0.03527 3.34058
H16 3.11090 -1.27368 2.21343
C7 -1.29869 0.24707 -3.84775
O8 -0.86882 0.99349 -4.95907
C8 -1.72615 1.78684 -5.53299
O9 -2.87225 2.03808 -5.18939
O10 -1.09636 2.48011 -6.42668
C9 -1.75955 3.42731 -7.16726
H17 -0.60747 -0.51768 -3.49352
H18 -2.21670 -0.27334 -4.12078
H19 -1.51172 0.91207 -3.01080
H20 -2.09146 3.03994 -8.13052
H21 -1.06069 4.24786 -7.32975
H22 -2.67212 3.80560 -6.70662

=====

Formula: C23H26N2O6
Source: the OMol25 dataset
Level of theory: the ωB97M-V functional and the def2-TZVPD basis

Summary:
relative energy (zero: lowest compared OMol25 entry of this formula, charge and spin): 2284.2 kJ/mol
lowest unoccupied orbital energy: -0.70 eV
net charge: 0

Element x y z (Å)
C1 -7.16815 -0.62923 -1.77716
C2 -6.81508 0.42224 -0.80191
C3 -5.84656 1.59948 -1.32050
C4 -5.64221 2.50221 -0.22735
O1 -5.03783 1.78099 0.77246
C5 -3.81932 1.50075 0.91096
C6 -2.97832 1.74184 -0.02200
C7 -1.59246 1.47907 -0.24770
C8 -1.14948 0.77494 0.87893
C9 0.30536 0.32021 1.10669
O2 0.58165 -0.73764 1.62723
N1 1.12994 0.87865 0.41488
C10 2.60255 0.50888 0.29423
C11 3.16089 -0.57367 0.36560
C12 2.70074 -1.73137 0.21261
C13 3.17549 -2.85068 1.09371
C14 2.67103 -4.05059 1.00917
C15 1.34854 -4.31304 0.48574
C16 0.79705 -3.36859 -0.43488
N2 -0.37561 -3.43354 -1.03914
O3 -1.01412 -2.69452 -1.46513
O4 -0.84448 -4.75345 -0.89204
C17 1.36563 -2.04742 -0.26472
C18 3.36089 1.98552 0.12217
O5 2.74642 2.88202 -0.06687
O6 4.61479 1.72130 0.14876
C19 5.48808 3.16321 0.00941
C20 5.67677 3.29360 -1.67754
C21 6.38852 2.19253 -1.96827
C22 -1.94126 0.40904 2.00529
C23 -3.34573 1.07444 1.98429
H1 -6.17216 -1.19151 -2.01833
H2 -7.86849 -1.28605 -1.28314
H3 -7.66821 -0.24217 -2.82613
H4 -7.72740 0.95860 -0.61338
H5 -6.48006 -0.12015 0.19155
H6 -6.41292 2.08242 -2.19515
H7 -5.05458 1.07644 -1.67243
H8 -6.60401 3.03424 0.09387
H9 -5.23266 3.43112 -0.54955
H10 -3.08959 2.25906 -1.02432
H11 -0.84335 1.55929 -0.92291
H12 1.13136 1.80516 0.02557
H13 4.24533 -0.51598 0.22005
H14 4.17505 -2.54797 1.17999
H15 3.26490 -4.94162 1.46399
H16 1.00993 -5.56507 0.35089
H17 0.89981 -1.21301 -0.99182
H18 6.34833 2.58739 0.48224
H19 4.85529 3.86053 0.40880
H20 6.07439 4.29157 -1.33214
H21 4.57507 3.40694 -1.93463
H22 7.36320 2.07623 -1.79278
H23 6.38195 2.54454 -3.19308
H24 5.92372 1.15907 -1.99010
H25 -1.59013 -0.29268 2.74394
H26 -4.07894 0.75631 2.66604

=====

The calculation returns the following E values, one per record and in order: -75442.03579; -18156.18438; -8303.91987; -7264.50967; -90029.22386; -39517.72679 eV.